1 | Here is a cluster of 7 separate species, C5H22NO8 in total from the Open Molecules 2025 dataset. Energies are from ωB97M-V/def2-TZVPD.

Geometry as XYZ:
```
36
C5H22NO8 (ωB97M-V/def2-TZVPD)
C 0.3385 -0.0130 2.0303
N 1.2334 0.8886 1.2563
C 1.0790 2.3087 1.4299
O 2.0304 3.0077 1.2080
C -0.3476 -1.0378 1.0689
C 0.2527 -2.4374 0.6486
C 1.7286 -2.5963 1.2076
O 2.5519 -1.5334 0.5656
H 0.9171 -0.5393 2.8696
H -0.5186 0.5995 2.4379
H 2.1421 0.5176 0.9789
H 0.1286 2.6394 1.5550
H -0.5568 -0.3715 0.1875
H -1.3877 -1.2192 1.6046
H -0.2561 -3.3860 1.0017
H 0.0594 -2.4883 -0.4222
H 1.8718 -2.4739 2.2946
H 2.2524 -3.4470 0.7981
H -2.4233 1.4434 0.2828
H -3.0223 2.1660 1.4143
O -2.9802 1.2619 1.1197
H -1.2831 -1.6888 -1.5750
H -0.4886 -1.8258 -2.9333
O -0.9419 -2.3953 -2.2752
H 0.4470 2.6751 -1.7302
H -1.0563 2.6729 -2.3269
O -0.0833 2.6175 -2.5818
H 2.0191 -1.2023 -0.2199
H 1.4223 0.9731 -2.6938
O 1.2902 0.1324 -2.2173
H -1.5461 0.8611 -1.0201
H -0.1690 1.5876 -0.0305
O -0.9650 1.8893 -0.3000
H -2.5397 0.2005 -2.1739
H 0.4996 0.1926 -1.6703
O -1.6983 0.0202 -1.7893
```

Output
total charge = -1
HOMO energy = -0.211 hartree
lowest unoccupied orbital energy = 3.305 eV
gap between HOMO and LUMO = 9.1 eV

Mulliken atomic charge list, values in e, 2 entries: -0.602, -0.111



2 | Here is a cluster of 7 separate species, C5H22NO8 in total from the Open Molecules 2025 dataset. Energies are from ωB97M-V/def2-TZVPD.

Geometry as XYZ:
```
36
C5H22NO8 (ωB97M-V/def2-TZVPD)
C -2.5524 1.3357 -0.9830
N -1.2208 1.7883 -1.2919
C -0.4693 2.0895 -0.1621
C -0.4641 0.9153 0.8386
C -0.0533 1.2924 2.2032
O -0.6703 0.9038 3.1772
C 1.0024 2.5956 -0.7656
O 1.5842 1.8014 -1.7196
H -2.9601 1.6455 0.1113
H -2.8451 0.2341 -1.2477
H -3.2380 1.6314 -1.7758
H -0.8022 1.3174 -2.1035
H -0.8826 3.0733 0.2271
H -1.4426 0.6447 0.8808
H 0.2147 0.1378 0.5660
H 0.9017 1.8065 2.3856
H 1.5504 2.9409 0.2015
H 0.8778 3.6190 -1.2371
H 0.9829 -1.4941 0.1110
H 0.9723 -3.0758 0.5215
O 1.0093 -2.1672 0.9107
H -2.3637 -1.8695 0.3473
H -1.1280 -1.3639 -0.4954
O -1.7566 -2.0723 -0.4003
H 3.9542 -0.8874 0.0499
H 2.8015 -0.0314 0.3386
O 3.5076 -0.6358 0.8547
H 0.4657 -3.0456 -0.6339
H -0.3787 -3.0757 -2.0073
O 0.2959 -3.5484 -1.4518
H 1.8418 0.7343 -1.4693
H 2.2686 -0.6960 -1.8058
O 1.6938 -0.5918 -1.0957
H -0.4684 -2.2243 1.6091
H -0.9204 -1.6172 3.0945
O -1.3080 -2.1104 2.2173
```

Output
total charge = -1
HOMO energy = -0.196 hartree
lowest unoccupied orbital energy = 3.272 eV
gap between HOMO and LUMO = 8.6 eV

Mulliken atomic charge list, values in e, 2 entries: -0.879, -0.258



According to the calculations, the structures order from most to least stable as 1, 2.



1 | Here is a cluster of 2 separate species, H3N3O2S in total from the Open Molecules 2025 dataset. Energies are from ωB97M-V/def2-TZVPD.

Geometry as XYZ:
```
9
H3N3O2S (ωB97M-V/def2-TZVPD)
N 1.0693 -0.6711 0.6716
N -0.1046 -0.1412 0.6567
N -0.5549 0.0183 -1.3249
O -0.2253 -1.0608 -1.7896
O -1.1735 0.8817 -1.8496
S -0.4388 1.3677 1.3780
H 1.9561 -0.2218 0.8641
H 1.2558 -1.3358 -0.0141
H -1.7841 1.1630 1.4077
```

Output
total charge = 0
HOMO energy (spin up / spin down) = -0.297 / -0.311 hartree
lowest unoccupied orbital energy (spin up / spin down) = -0.397 / -0.181 eV
gap between HOMO and LUMO (spin up / spin down) = 7.7 / 8.3 eV

Mulliken atomic charge list, values in e, 2 entries: -0.288, -0.041



2 | Here is a cluster of 2 separate species, H3N3O2S in total from the Open Molecules 2025 dataset. Energies are from ωB97M-V/def2-TZVPD.

Geometry as XYZ:
```
9
H3N3O2S (ωB97M-V/def2-TZVPD)
N 0.4358 1.4028 0.0016
N 0.4715 0.3471 -0.7850
N -1.0664 -0.7948 0.1606
O 1.5129 -0.5599 -0.4723
O -1.2493 -1.9445 -0.1747
S -1.8618 0.0929 1.1763
H -0.5214 1.6455 0.1342
H 0.9077 1.2327 0.9430
H 1.3711 -1.4219 -0.9837
```

Output
total charge = 0
HOMO energy (spin up / spin down) = -0.311 / -0.307 hartree
lowest unoccupied orbital energy (spin up / spin down) = -0.417 / -0.640 eV
gap between HOMO and LUMO (spin up / spin down) = 8.0 / 7.7 eV

Mulliken atomic charge list, values in e, 2 entries: -0.298, 0.038



3 | Here is a cluster of 2 separate species, H3N3O2S in total from the Open Molecules 2025 dataset. Energies are from ωB97M-V/def2-TZVPD.

Geometry as XYZ:
```
9
H3N3O2S (ωB97M-V/def2-TZVPD)
N -0.4837 -0.5463 0.4239
N 0.6715 -0.9306 -0.1070
N 1.6484 0.0751 -0.1370
O 1.2910 1.1357 0.2540
O 2.7318 -0.2317 -0.5136
S -2.4657 -0.0553 -0.8065
H -0.2611 0.4610 0.8202
H -0.9410 -1.2071 0.8493
H -2.1911 1.2992 -0.7832
```

Output
total charge = 0
HOMO energy (spin up / spin down) = -0.347 / -0.347 hartree
lowest unoccupied orbital energy (spin up / spin down) = -2.442 / -2.443 eV
gap between HOMO and LUMO (spin up / spin down) = 7.0 / 7.0 eV

Mulliken atomic charge list, values in e, 2 entries: -0.113, -0.576



According to the calculations, the structures order from most to least stable as 1, 2, 3.



1 | Here is the molecule C3H3Cl3 from the Open Molecules 2025 dataset. Energies are from ωB97M-V/def2-TZVPD.

Geometry as XYZ:
```
9
C3H3Cl3 (ωB97M-V/def2-TZVPD)
C 0.7510 1.6894 0.5516
C 0.5263 0.3724 0.4108
C -1.2748 -1.3425 -0.7184
Cl 0.3905 -0.5682 1.8274
Cl 0.3814 -0.4367 -1.1259
Cl -0.7273 -3.0439 -0.4414
H 1.1113 2.0785 1.5507
H -1.8862 -1.0999 -1.6874
H 0.7278 2.3510 -0.3675
```

Output
total charge = 0
HOMO energy = -0.293 hartree
lowest unoccupied orbital energy = 0.301 eV
gap between HOMO and LUMO = 8.3 eV

Mulliken atomic charge list, values in e, 2 entries: -0.624, 0.579



2 | Here is a cluster of 2 separate species, C3H3Cl3 in total from the Open Molecules 2025 dataset. Energies are from ωB97M-V/def2-TZVPD.

Geometry as XYZ:
```
9
C3H3Cl3 (ωB97M-V/def2-TZVPD)
C 1.3099 -1.2108 0.4418
C 0.0715 -1.5779 0.5334
C -1.1174 1.8061 -0.9501
Cl -1.1896 -1.4419 1.5887
Cl -1.1079 0.4108 -1.9274
Cl 0.3213 2.1335 -0.0869
H 1.8348 -0.6454 1.2126
H 1.8968 -1.4558 -0.4257
H -2.0193 1.9814 -0.3863
```

Output
total charge = 0
HOMO energy (spin up / spin down) = -0.325 / -0.316 hartree
lowest unoccupied orbital energy (spin up / spin down) = -0.481 / -0.451 eV
gap between HOMO and LUMO (spin up / spin down) = 8.4 / 8.1 eV

Mulliken atomic charge list, values in e, 2 entries: -0.509, 0.103



3 | Here is the molecule C3H3Cl3 from the Open Molecules 2025 dataset. Energies are from ωB97M-V/def2-TZVPD.

Geometry as XYZ:
```
9
C3H3Cl3 (ωB97M-V/def2-TZVPD)
C -0.5962 -0.5255 -0.5862
C -0.0651 -0.3535 0.9102
C 0.5082 0.5654 -0.2295
H -0.3441 -1.4040 -1.0870
H 0.5615 -1.1992 0.9628
H -0.5827 -0.0067 1.8711
Cl -2.0075 0.5160 -0.8165
Cl 0.3117 2.2210 -0.2108
Cl 2.2142 0.1863 -0.8141
```

Output
structure (SMILES) = Cl[C@@H]1CC1(Cl)Cl
total charge = 0
HOMO energy = -0.368 hartree
lowest unoccupied orbital energy = 0.786 eV
gap between HOMO and LUMO = 10.8 eV

Mulliken atomic charge list, values in e, 2 entries: -0.121, -0.577



According to the calculations, the structures order from most to least stable as 3, 2, 1.



1 | Here is a cluster of 2 separate species, C9H22NOPS in total from the Open Molecules 2025 dataset. Energies are from ωB97M-V/def2-TZVPD.

Geometry as XYZ:
```
35
C9H22NOPS (ωB97M-V/def2-TZVPD)
C -2.9578 2.0919 0.0026
C -2.2925 0.3839 -1.9340
C -4.4699 0.1421 -0.6375
C 2.9570 0.1472 -1.5168
C 4.9508 0.6084 -0.1680
C 4.1914 -1.7782 -0.4722
C -1.3002 -3.3656 0.1154
C -3.0010 0.6007 -0.4394
C 3.9671 -0.3476 -0.7719
N -2.2755 -0.1522 0.5496
O -0.3813 -0.8193 2.0782
P -0.5613 -0.1980 0.5285
S -0.2307 -2.1425 -0.5904
H -1.9948 2.4496 0.2556
H -3.5696 2.6536 -0.6948
H -3.4780 2.1425 0.9376
H -2.4344 1.3316 -2.3763
H -2.8746 -0.3634 -2.3967
H -1.2214 0.1834 -1.9542
H -4.5168 -0.9611 -0.7560
H -5.0254 0.3643 0.2486
H -4.9463 0.8902 -1.4834
H 2.1332 -0.3282 -2.0458
H 0.1977 -1.5162 2.1489
H 2.8201 1.2626 -1.5532
H 4.4362 1.5224 -0.1784
H 6.0083 0.5938 -0.5133
H 5.1822 0.3417 0.8921
H 3.4991 -2.4098 -1.0572
H 5.2114 -2.1201 -0.6700
H 3.9495 -1.7154 0.5538
H -1.0394 -4.3848 -0.1016
H -2.3767 -3.1810 -0.0422
H -1.2535 -3.1972 1.2153
H -2.8026 -0.2775 1.3549
```

Output
structure (SMILES) = CSP(O)NC(C)(C)C.C=C(C)C
total charge = 0
HOMO energy = -0.303 hartree
lowest unoccupied orbital energy = 0.642 eV
gap between HOMO and LUMO = 8.9 eV

Mulliken atomic charge list, values in e, 2 entries: -1.682, -1.452



2 | Here is the molecule C9H22NOPS from the Open Molecules 2025 dataset. Energies are from ωB97M-V/def2-TZVPD.

Geometry as XYZ:
```
35
C9H22NOPS (ωB97M-V/def2-TZVPD)
C 2.2485 -1.0855 -2.0042
C 2.8546 1.6467 1.2725
C -0.6236 -1.9452 1.2126
C -2.8450 -0.9516 0.8527
C -1.4558 -1.5836 -1.1434
C -2.4030 2.7862 -0.2881
C 1.8655 0.3794 -1.3567
C 2.0235 0.3656 1.0399
C -1.4738 -1.0437 0.2977
N 1.0599 0.3991 -0.0537
O -0.6321 1.3283 1.7264
P -0.4832 0.7321 0.3503
S -1.2895 1.8026 -1.2970
H 1.7562 -2.0227 -1.7079
H 2.0447 -1.1609 -3.1379
H 3.3853 -1.3102 -2.0047
H 2.1720 2.5535 1.2751
H 3.3964 1.4658 2.1588
H 3.5265 1.8635 0.4917
H -1.1532 -2.0201 2.1399
H -0.4842 -2.9926 0.9110
H 0.5083 -1.5260 1.2997
H -3.4558 -0.3540 0.1829
H -2.8616 -0.4475 1.7728
H -3.3645 -1.9216 0.9471
H -2.4280 -1.2465 -1.6314
H -0.5697 -1.3272 -1.8527
H -1.5860 -2.6365 -1.0749
H -3.4139 2.4068 -0.5593
H -2.4890 3.8917 -0.4288
H -2.1687 2.4141 0.8125
H 2.7915 0.8860 -1.1635
H 1.2268 0.7903 -2.1534
H 2.7509 -0.4827 1.0521
H 1.5699 0.3461 2.0618
```

Output
structure (SMILES) = CCN(CC)[P@@](=O)(SC)C(C)(C)C
total charge = 0
HOMO energy = -0.327 hartree
lowest unoccupied orbital energy = 0.680 eV
gap between HOMO and LUMO = 9.6 eV

Mulliken atomic charge list, values in e, 2 entries: -1.122, -1.287



According to the calculations, the structures order from most to least stable as 2, 1.